This record from the Open Molecules 2025 dataset describes the molecule C20H33N5O2. The level of theory is ωB97M-V/def2-TZVPD.

Structure (XYZ):
```
60
Properties=species:S:1:pos:R:3:forces:R:3
C -4.14728 -3.46089 0.85272 0.066 0.158 0.171
C -2.99408 -3.00076 1.73864 -0.009 -0.265 -0.074
C -1.64904 -3.65050 1.38337 0.058 0.336 0.117
C -0.75257 -2.79593 0.48660 -0.159 -0.277 -0.064
C -1.31818 -2.57213 -0.91360 0.349 0.171 0.094
C -0.29404 -1.92108 -1.84767 -0.522 -0.636 -0.249
N 0.18202 -0.64762 -1.36033 0.203 0.506 0.133
C -0.37851 0.58428 -1.43862 0.174 -0.286 -0.036
C -1.69520 0.87672 -2.10226 -0.263 -0.050 -0.166
N -2.73953 1.52832 -1.34578 0.079 -0.060 -0.040
C -3.21921 0.84700 -0.16342 0.004 -0.178 0.139
C -2.40167 1.13844 1.09848 -0.300 0.143 -0.118
C -2.36832 2.64522 1.35938 0.361 -0.040 0.044
C -1.51859 2.96944 2.58413 -0.288 -0.014 -0.181
C -1.83013 3.35313 0.11516 -0.292 -0.011 0.000
C -2.63699 2.95702 -1.12537 0.161 0.228 0.053
N 0.39797 1.51891 -0.91182 0.340 0.323 0.059
C 1.48745 0.87316 -0.45546 -0.492 -1.200 -0.427
C 1.39377 -0.48335 -0.72016 0.188 0.771 0.245
C 2.44265 -1.39702 -0.39174 -0.252 0.049 -0.129
O 2.47236 -2.59537 -0.61368 -0.030 -0.133 -0.047
N 3.50197 -0.74124 0.24234 0.172 -0.173 0.059
C 4.64570 -1.54656 0.63875 0.231 -0.209 0.089
C 3.61413 0.61042 0.53940 -0.132 0.220 -0.018
O 4.59772 1.05105 1.09349 0.271 0.025 0.150
N 2.56171 1.42065 0.17192 0.091 0.027 -0.020
C 2.60771 2.84155 0.43716 0.078 0.273 0.088
H -4.29214 -4.53470 0.95046 -0.043 -0.113 -0.032
H -5.06972 -2.96534 1.14859 -0.140 -0.001 -0.048
H -3.96236 -3.23818 -0.19432 -0.016 0.000 -0.159
H -2.89875 -1.91455 1.68133 0.023 0.105 0.075
H -3.24664 -3.24709 2.77230 0.002 0.102 0.019
H -1.82675 -4.61448 0.90265 0.022 -0.123 0.018
H -1.09548 -3.84509 2.30423 0.009 -0.090 -0.016
H -0.58778 -1.82982 0.97114 0.076 0.041 0.030
H 0.21779 -3.28842 0.39301 0.064 0.079 0.005
H -1.59875 -3.53224 -1.35069 -0.085 -0.024 -0.055
H -2.21044 -1.94758 -0.86010 -0.099 -0.054 -0.080
H 0.58097 -2.57064 -1.92429 -0.126 0.123 -0.076
H -0.72325 -1.78501 -2.84476 0.115 -0.001 0.088
H -2.11021 -0.06601 -2.47302 0.099 0.047 -0.078
H -1.48800 1.51708 -2.96704 0.008 -0.151 0.013
H -3.25267 -0.22589 -0.36386 -0.085 -0.012 -0.001
H -4.24947 1.18555 0.00173 -0.015 -0.091 0.055
H -1.38096 0.77193 0.97224 0.081 -0.061 0.080
H -2.84660 0.61845 1.95013 0.021 -0.060 0.053
H -3.39551 2.98497 1.54295 -0.033 -0.020 -0.012
H -0.49747 2.62290 2.43637 0.153 -0.043 -0.008
H -1.49478 4.04251 2.76026 0.049 0.125 0.069
H -1.92011 2.48325 3.47089 0.010 -0.041 0.143
H -1.88436 4.43546 0.24632 -0.003 0.100 0.022
H -0.78884 3.07131 -0.03959 -0.104 0.166 0.089
H -2.20268 3.41553 -2.01542 -0.069 0.035 -0.050
H -3.66478 3.32680 -1.01820 0.045 0.099 -0.032
H 4.42854 -2.57844 0.37334 0.048 0.125 0.040
H 4.80741 -1.45286 1.71205 0.030 -0.009 -0.061
H 5.53981 -1.20073 0.12071 -0.019 -0.027 0.055
H 2.33199 3.38370 -0.46606 0.009 0.027 0.037
H 1.90784 3.09933 1.23357 0.014 0.047 -0.016
H 3.62111 3.09181 0.74415 -0.127 -0.001 -0.041
```
Forces are in eV/Å.

Properties
E_HOMO ... -8.3 eV
Total charge ... 0
Orbital gap ... 9.0 eV
SMILES ... CCCCCCn1c(CN2CCC(C)CC2)nc2c1c(=O)n(C)c(=O)n2C
Spin multiplicity ... 1
Relative energy (zero: lowest compared OMol25 entry of this formula, charge and spin) ... 0.344 eV
F_max ... 1.37 eV/A
E_LUMO ... 0.7223 eV